No. 1
A 12-piece molecular cluster, C56H107F6N17O8S overall at a distorted geometry. Source: the OMol25 dataset; level of theory: the ωB97M-V functional and the def2-TZVPD basis.

Last column: Mulliken spin population.
Geometry (Å):
C -1.198 16.568 20.405  0.00
O -2.087 17.379 19.628  0.00
O -0.469 17.477 21.236  0.00
C -1.826 15.352 21.166  0.00
F -2.357 14.509 20.283  0.00
F -0.964 14.521 21.881  0.00
F -2.796 15.712 21.956  0.00
C -2.338 17.074 18.234  0.01
C -3.740 17.562 18.045  -0.04
H -4.052 17.311 17.031  0.01
H -4.520 17.084 18.638  0.01
H -3.722 18.642 18.190  0.00
H -2.277 16.014 17.988  0.00
H -1.705 17.698 17.604  0.00
H -0.489 16.082 19.734  0.00
C -1.298 20.601 18.924  0.00
C -1.502 21.256 20.249  0.00
O -1.346 22.533 20.441  0.00
N -1.739 20.359 21.456  0.00
H -1.694 19.397 21.153  0.00
H -0.982 20.426 22.123  0.00
C -3.037 20.577 22.114  0.00
H -2.242 20.272 18.488  0.00
H -0.800 19.650 19.114  0.00
H -0.867 21.360 18.271  0.00
H -3.142 21.643 22.314  0.00
H -3.195 20.051 23.056  0.00
H -3.844 20.323 21.427  0.00
C 2.619 18.728 20.388  0.00
C 2.825 20.194 20.102  0.00
O 3.045 21.041 20.925  0.00
N 2.702 20.687 18.575  0.00
H 2.570 19.913 17.940  0.00
H 1.958 21.369 18.605  0.00
C 3.947 21.448 18.153  0.00
H 3.592 18.236 20.400  0.00
H 1.938 18.355 19.624  0.00
H 2.097 18.588 21.334  0.00
H 4.810 20.799 18.301  0.00
H 4.023 22.366 18.735  0.00
H 3.856 21.687 17.093  0.00
C -9.653 17.825 16.913  -0.08
C -8.359 16.943 16.932  0.72
O -8.011 16.304 17.898  0.26
N -7.767 16.550 15.485  0.01
H -8.033 15.619 15.197  0.02
H -8.174 17.143 14.776  0.02
C -6.202 16.542 15.465  0.05
H -9.579 18.546 17.727  0.02
H -10.635 17.377 17.065  0.03
H -9.696 18.489 16.049  -0.01
H -5.773 17.539 15.361  0.00
H -5.841 15.998 14.593  -0.02
H -5.695 16.098 16.322  -0.02
C -2.991 15.510 25.843  0.00
C -2.276 14.289 25.388  0.00
N -2.551 13.181 26.209  0.00
C -3.787 12.827 26.721  0.00
C -3.632 11.638 27.403  0.00
N -2.455 11.157 27.044  0.00
C -1.723 12.115 26.373  0.00
C -1.762 9.916 27.418  0.00
H -2.656 16.339 25.220  0.00
H -2.528 15.815 26.781  0.00
H -4.069 15.430 25.987  0.00
H -1.211 14.311 25.161  0.00
H -2.763 14.059 24.440  0.00
H -4.665 13.453 26.784  0.00
H -4.351 11.048 27.951  0.00
H -0.830 11.908 25.801  0.00
H -2.022 9.118 26.722  0.00
H -2.004 9.611 28.436  0.00
H -0.695 10.129 27.480  0.00
C -5.752 17.559 22.688  0.00
C -6.132 17.384 21.195  0.02
N -7.516 17.921 20.961  0.00
C -7.809 19.269 20.827  0.00
C -9.184 19.274 20.557  0.00
N -9.693 17.976 20.621  -0.01
C -8.610 17.149 20.799  0.01
C -11.088 17.739 20.324  0.00
H -6.067 18.490 23.159  0.00
H -4.722 17.270 22.896  0.00
H -6.242 16.742 23.218  0.00
H -6.133 16.313 20.991  -0.01
H -5.504 17.919 20.483  -0.01
H -7.136 20.106 20.934  0.00
H -9.912 20.059 20.420  0.00
H -8.547 16.082 20.643  0.00
H -11.453 18.550 19.695  0.00
H -11.675 17.970 21.213  0.00
H -11.354 16.708 20.088  0.00
C 0.631 17.012 25.361  0.00
C 1.782 16.613 24.298  0.00
N 1.875 15.239 24.024  0.00
C 2.085 14.291 24.958  0.00
C 2.221 13.052 24.393  0.00
N 2.023 13.306 23.021  0.00
C 1.899 14.669 22.828  0.00
C 2.055 12.297 21.908  0.00
H 0.529 18.097 25.362  0.00
H 0.813 16.626 26.364  0.00
H -0.306 16.617 24.968  0.00
H 2.751 16.945 24.669  0.00
H 1.566 17.122 23.358  0.00
H 2.130 14.625 25.984  0.00
H 2.327 12.054 24.792  0.00
H 1.791 15.063 21.828  0.00
H 1.072 12.004 21.541  0.00
H 2.558 11.402 22.274  0.00
H 2.666 12.672 21.087  0.00
C 3.702 14.520 12.592  0.00
C 3.830 15.859 13.365  0.00
N 3.633 15.695 14.789  0.00
C 4.457 14.873 15.554  0.00
C 3.860 14.737 16.814  0.00
N 2.739 15.579 16.813  0.00
C 2.667 16.250 15.594  0.00
C 1.740 15.583 17.819  0.00
H 2.848 13.919 12.904  0.00
H 4.622 13.983 12.828  0.00
H 3.595 14.598 11.510  0.00
H 3.123 16.623 13.041  0.00
H 4.732 16.458 13.241  0.00
H 5.276 14.342 15.092  0.00
H 3.996 14.072 17.654  0.00
H 1.794 16.771 15.228  0.00
H 2.193 16.297 18.507  0.00
H 1.675 14.762 18.533  0.00
H 0.801 16.093 17.603  0.00
C -0.956 11.592 19.273  0.00
C -1.393 12.664 18.273  0.00
N -0.977 12.129 16.930  0.00
C 0.235 12.184 16.320  0.00
C 0.223 11.630 15.071  0.00
N -1.102 11.136 14.906  0.00
C -1.827 11.458 16.113  0.00
C -1.531 10.202 13.967  0.00
H 0.113 11.380 19.283  0.00
H -1.467 10.646 19.095  0.00
H -1.294 11.805 20.287  0.00
H -0.850 13.609 18.255  0.00
H -2.421 13.026 18.284  0.00
H 1.125 12.575 16.789  0.00
H 0.976 11.275 14.383  0.00
H -2.875 11.323 16.337  0.00
H -0.612 9.778 13.563  0.00
H -2.137 10.693 13.205  0.00
H -1.930 9.308 14.445  0.00
C -5.343 13.770 18.795  -0.01
C -6.443 13.303 17.830  -0.01
N -7.323 12.446 18.538  0.00
C -7.096 11.142 18.762  0.00
C -8.047 10.652 19.610  0.00
N -8.959 11.719 19.828  0.00
C -8.449 12.828 19.224  -0.01
C -10.225 11.707 20.475  0.00
H -5.476 14.644 19.433  0.01
H -4.536 14.133 18.158  0.00
H -4.880 12.967 19.368  0.00
H -5.950 12.683 17.081  0.00
H -6.934 14.142 17.337  0.01
H -6.139 10.699 18.530  0.00
H -8.106 9.702 20.121  0.00
H -8.871 13.822 19.192  0.01
H -10.465 12.753 20.667  0.00
H -10.054 11.090 21.358  0.00
H -11.018 11.385 19.801  0.00
C -3.479 22.577 15.320  0.00
C -2.977 21.110 15.501  0.00
N -3.172 20.262 14.395  0.00
C -4.398 19.677 13.975  0.01
C -4.163 18.748 12.954  0.00
N -2.793 18.840 12.658  0.00
C -2.203 19.782 13.509  0.00
C -2.036 18.141 11.685  0.00
H -3.491 23.145 16.250  0.00
H -4.555 22.463 15.189  0.00
H -3.114 23.035 14.401  0.00
H -3.530 20.672 16.332  0.00
H -1.938 20.969 15.797  0.00
H -5.289 19.927 14.532  -0.01
H -4.803 18.080 12.397  0.00
H -1.167 19.971 13.747  0.00
H -0.987 18.430 11.629  0.00
H -2.492 18.348 10.717  0.00
H -2.137 17.080 11.916  0.00
C -1.422 15.445 14.813  0.00
F -0.810 15.843 13.649  0.00
F -0.636 14.816 15.614  0.00
F -1.956 16.524 15.402  0.00
S -2.907 14.366 14.310  0.00
O -2.301 13.372 13.404  0.00
O -3.570 13.849 15.486  0.00
O -3.817 15.304 13.606  0.00

Computed properties:
E_tot: -128577.3595 eV
Net charge: +7
Max |F|: 7.74 eV Å⁻¹
Relative energy (zero: lowest compared OMol25 entry of this formula, charge and spin): 39.60 kcal/mol
2S+1: 2
Orbital gap (spin up / spin down): 3.04 / 7.48 eV
⟨S²⟩: 0.75

No. 2
A 13-piece molecular cluster, C56H111F9N4O24 overall at a distorted geometry. Source: the OMol25 dataset; level of theory: the ωB97M-V functional and the def2-TZVPD basis.

Last column: Mulliken spin population.
Geometry (Å):
C 0.854 15.578 -14.137  0.00
C 1.089 15.979 -12.739  0.00
N 1.267 16.303 -11.626  0.00
H 1.761 15.589 -14.740  0.00
H 0.198 16.306 -14.615  0.00
H 0.383 14.598 -14.221  0.00
C -3.472 9.392 -21.295  0.00
C -2.355 8.525 -21.443  0.00
N -1.387 7.802 -21.461  0.00
H -3.214 10.449 -21.233  0.00
H -3.924 9.023 -20.374  0.00
H -4.271 9.258 -22.024  0.00
C -5.923 14.930 -16.376  0.00
C -5.651 15.877 -15.210  -0.01
N -5.426 16.602 -14.318  0.00
H -5.232 14.099 -16.237  0.00
H -5.756 15.483 -17.301  0.00
H -6.926 14.512 -16.291  0.00
C -5.336 11.074 -14.871  0.00
C -6.617 11.234 -15.489  0.01
N -7.645 11.354 -15.990  -0.01
H -4.951 12.086 -14.751  0.00
H -4.620 10.624 -15.559  0.00
H -5.270 10.504 -13.944  0.00
C -0.727 8.119 -14.048  0.00
O -0.685 9.556 -14.244  0.00
C -1.610 10.313 -13.467  0.00
C -1.783 11.668 -14.155  0.00
O -2.481 11.514 -15.385  0.00
C -2.262 12.700 -16.194  -0.02
C -2.633 12.559 -17.662  -0.01
O -3.995 12.590 -17.699  -0.06
C -4.616 12.549 -18.966  0.08
H -1.573 7.776 -14.644  0.00
H -0.875 7.764 -13.028  0.00
H 0.147 7.714 -14.559  0.00
H -1.180 10.272 -12.466  0.00
H -2.563 9.800 -13.598  0.00
H -0.803 12.133 -14.262  0.00
H -2.371 12.312 -13.501  0.00
H -1.196 12.924 -16.152  0.00
H -2.699 13.596 -15.755  0.00
H -2.174 11.627 -17.992  0.00
H -2.258 13.466 -18.135  0.00
H -4.522 11.537 -19.360  0.00
H -4.265 13.212 -19.757  0.00
H -5.705 12.499 -18.957  -0.01
C -7.474 14.997 -8.628  0.00
O -6.202 14.843 -9.182  0.00
C -6.187 14.085 -10.356  0.00
C -4.755 13.910 -10.951  0.00
O -4.251 15.097 -11.449  0.00
C -3.129 14.973 -12.235  0.00
C -2.605 16.382 -12.623  0.00
O -2.049 16.499 -13.947  0.00
C -1.900 17.915 -14.301  0.00
H -7.337 15.561 -7.705  0.00
H -8.074 14.135 -8.335  0.00
H -8.079 15.602 -9.303  0.00
H -6.694 14.680 -11.116  0.00
H -6.764 13.169 -10.229  0.00
H -4.897 13.189 -11.755  0.00
H -4.181 13.350 -10.212  0.00
H -3.359 14.401 -13.134  0.00
H -2.375 14.439 -11.656  0.00
H -1.918 16.790 -11.881  0.00
H -3.483 17.020 -12.529  0.00
H -1.420 18.063 -15.268  0.00
H -1.278 18.497 -13.620  0.00
H -2.901 18.346 -14.291  0.00
C 0.661 5.691 -16.498  0.00
O -0.052 4.858 -17.402  0.00
C -0.830 5.442 -18.410  0.00
C -2.266 5.593 -17.782  -0.01
O -2.672 4.266 -17.442  0.00
C -3.967 4.262 -16.838  0.00
C -4.319 2.810 -16.476  0.00
O -3.179 2.056 -16.332  0.00
C -3.294 0.931 -15.542  0.00
H 0.161 6.650 -16.361  0.00
H 1.676 5.772 -16.888  0.00
H 0.707 5.278 -15.491  0.00
H -0.932 4.657 -19.160  0.00
H -0.519 6.358 -18.912  0.00
H -2.986 5.923 -18.530  0.00
H -2.365 6.378 -17.031  0.00
H -4.727 4.699 -17.486  0.00
H -3.883 4.939 -15.987  0.00
H -4.926 2.404 -17.285  0.00
H -4.854 2.770 -15.527  0.00
H -2.327 0.568 -15.194  0.00
H -3.838 0.128 -16.039  0.00
H -3.766 1.135 -14.581  0.00
C 3.562 18.677 -14.386  0.00
O 3.332 17.398 -15.081  0.00
C 3.819 17.597 -16.431  0.00
C 3.549 16.413 -17.371  0.00
O 2.136 16.200 -17.458  0.00
C 1.374 17.276 -18.053  0.00
C -0.067 16.804 -18.384  0.00
O -0.619 16.196 -17.214  -0.01
C -2.062 16.248 -17.191  0.01
H 3.333 18.694 -13.321  0.00
H 2.849 19.417 -14.748  0.00
H 4.570 19.082 -14.476  0.00
H 4.900 17.585 -16.285  0.00
H 3.519 18.551 -16.862  0.00
H 3.915 15.510 -16.883  0.00
H 3.970 16.497 -18.373  0.00
H 1.855 17.568 -18.987  0.00
H 1.393 18.117 -17.360  0.00
H -0.020 16.017 -19.136  0.00
H -0.704 17.602 -18.767  0.00
H -2.491 15.770 -18.071  0.00
H -2.531 17.231 -17.144  0.00
H -2.495 15.758 -16.319  0.00
C -1.577 13.662 -4.805  0.00
O -0.813 13.481 -6.054  0.00
C -1.309 14.394 -7.027  0.00
C -0.649 14.115 -8.439  0.00
O -0.978 12.863 -9.071  0.00
C -0.146 11.766 -8.699  0.00
C 1.052 11.670 -9.647  0.00
O 0.662 11.149 -10.862  0.00
C 1.757 10.845 -11.706  0.00
H -1.178 13.067 -3.984  0.00
H -2.562 13.261 -5.044  0.00
H -1.615 14.710 -4.509  0.00
H -0.996 15.350 -6.608  0.00
H -2.391 14.278 -6.959  0.00
H 0.412 14.364 -8.403  0.00
H -0.952 14.901 -9.130  0.00
H -0.726 10.851 -8.818  0.00
H 0.285 11.940 -7.713  0.00
H 1.715 10.985 -9.118  0.00
H 1.578 12.614 -9.790  0.00
H 2.362 9.986 -11.417  0.00
H 2.361 11.727 -11.919  0.00
H 1.357 10.607 -12.692  0.00
C -4.727 9.711 -10.731  0.00
O -6.119 9.950 -10.801  0.00
C -6.845 9.999 -9.533  0.00
C -8.377 10.062 -9.735  0.00
O -8.663 11.306 -10.323  0.00
C -10.061 11.617 -10.370  0.00
C -10.369 12.818 -11.253  0.00
O -9.890 13.982 -10.558  0.00
C -10.394 15.227 -11.074  0.00
H -4.568 8.674 -10.434  0.00
H -4.183 10.373 -10.057  0.00
H -4.273 9.722 -11.722  0.00
H -6.488 10.897 -9.027  0.00
H -6.573 9.141 -8.918  0.00
H -8.805 9.918 -8.743  0.00
H -8.786 9.255 -10.342  0.00
H -10.242 11.907 -9.335  0.00
H -10.764 10.844 -10.680  0.00
H -11.443 12.813 -11.440  0.00
H -9.857 12.694 -12.207  0.00
H -9.598 15.957 -10.928  0.00
H -11.217 15.467 -10.400  0.00
H -10.819 15.313 -12.074  0.00
C -8.816 9.234 -19.536  0.03
C -7.622 10.183 -19.394  -0.02
O -7.038 10.742 -20.605  0.09
C -7.799 11.655 -21.329  0.63
O -8.999 11.970 -21.003  0.22
C -7.017 12.394 -22.474  0.07
F -6.510 13.596 -22.003  -0.01
F -5.996 11.646 -22.834  0.00
F -7.846 12.537 -23.467  -0.01
H -9.130 9.009 -18.517  -0.01
H -8.463 8.334 -20.039  -0.01
H -9.719 9.599 -20.025  0.00
H -6.780 9.698 -18.900  0.01
H -7.961 11.013 -18.774  0.01
C 0.355 6.948 -9.423  0.00
C -0.870 7.888 -9.407  0.00
O -1.770 7.421 -8.502  0.00
C -2.841 6.769 -8.947  0.00
O -3.062 6.328 -10.078  0.00
C -3.854 6.482 -7.792  0.00
F -4.883 7.267 -7.948  0.00
F -4.318 5.239 -7.956  0.00
F -3.266 6.665 -6.599  0.00
H 0.009 5.932 -9.616  0.00
H 0.997 6.901 -8.543  0.00
H 0.989 7.234 -10.262  0.00
H -1.268 7.925 -10.421  0.00
H -0.631 8.942 -9.263  0.00
C 1.349 11.894 -16.818  0.00
C 1.452 12.851 -18.041  0.00
O 1.860 12.112 -19.183  0.00
C 0.971 11.643 -20.121  0.00
O -0.249 11.691 -20.024  0.00
C 1.672 11.085 -21.387  0.00
F 1.718 9.748 -21.363  0.00
F 1.062 11.576 -22.520  0.00
F 2.877 11.437 -21.441  0.00
H 1.209 12.444 -15.887  0.00
H 2.152 11.176 -16.651  0.00
H 0.411 11.339 -16.823  0.00
H 2.236 13.599 -17.927  0.00
H 0.550 13.446 -18.187  0.00

Computed properties:
E_tot: -139414.3094 eV
Net charge: -1
Max |F|: 7.39 eV Å⁻¹
2S+1: 2
Orbital gap (spin up / spin down): 1.75 / 6.25 eV
⟨S²⟩: 0.75